Molecular formula: C98H216F6NO4P6S2
Method: DFT, ωB97M-V/def2-TZVPD

Computed properties:
Net charge: +5
Kohn-Sham gap (eV): 0.7
Largest force on an atom (eV/A): 5.9
Lowest unoccupied orbital energy (eV): -9.7448

Each line ends with the Mulliken charge.
Atoms and positions in Å:
C  33.880  4.850  18.854  -1.50
C  33.339  6.269  18.848  -0.12
C  34.374  7.304  18.407  -0.77
C  33.787  8.586  17.803  -0.96
P  33.096  9.746  19.062  0.85
C  34.440  10.710  19.863  -1.03
C  35.685  10.815  19.001  -0.87
C  35.584  11.803  17.816  -0.05
C  36.907  12.370  17.210  -1.41
C  32.032  9.035  20.389  -0.85
C  31.703  9.848  21.601  -0.85
C  30.801  9.004  22.534  -0.48
C  29.641  8.391  21.846  -1.24
C  32.003  10.921  18.212  -1.21
C  30.948  10.290  17.256  -0.82
C  29.784  11.288  17.055  -0.78
C  28.772  11.535  18.198  -1.11
H  34.825  4.706  19.420  0.34
H  34.213  4.597  17.805  0.34
H  33.152  4.074  19.060  0.38
H  32.938  6.480  19.795  0.22
H  32.469  6.208  18.173  0.26
H  35.005  6.812  17.632  0.53
H  35.088  7.467  19.210  0.37
H  32.949  8.269  17.073  0.50
H  34.459  9.230  17.243  0.59
H  34.721  10.094  20.777  0.45
H  34.100  11.671  20.244  0.57
H  36.023  9.878  18.616  0.35
H  36.456  11.236  19.642  0.54
H  35.122  12.742  18.191  0.24
H  34.951  11.376  16.998  0.26
H  37.520  11.550  16.800  0.36
H  37.561  12.905  17.958  0.34
H  36.670  13.096  16.398  0.35
H  32.439  8.095  20.662  0.48
H  31.112  8.867  19.835  0.32
H  31.081  10.759  21.305  0.28
H  32.563  10.325  22.040  0.44
H  30.526  9.682  23.356  0.43
H  31.333  8.158  22.993  0.29
H  28.991  9.035  21.197  0.25
H  29.042  8.063  22.645  0.43
H  29.836  7.471  21.348  0.35
H  32.728  11.600  17.776  0.82
H  31.525  11.487  18.989  0.47
H  30.605  9.297  17.632  0.42
H  31.426  10.015  16.398  0.58
H  29.109  10.949  16.306  0.42
H  30.140  12.328  16.724  0.28
H  29.081  11.885  19.175  0.32
H  28.130  10.642  18.350  0.28
H  28.043  12.195  17.709  0.36
C  28.795  18.398  10.750  -1.45
C  28.871  19.443  9.651  0.28
C  30.244  19.967  9.481  -1.05
C  30.487  21.286  8.539  -0.76
P  29.539  22.818  8.793  0.18
C  30.203  24.311  7.959  -0.61
C  31.131  25.133  8.832  -0.58
C  32.529  24.326  9.046  -0.01
C  33.682  24.837  9.812  -1.48
C  27.949  22.821  7.670  -0.54
C  27.080  22.049  8.399  -1.07
C  21.561  19.724  5.868  -0.53
C  21.627  20.732  6.774  -0.45
C  28.904  23.083  10.521  -1.00
C  27.714  23.869  10.874  -1.41
C  28.083  24.915  12.403  -0.44
C  26.814  25.438  12.878  -1.30
H  28.980  18.863  11.711  0.31
H  29.625  17.702  10.524  0.33
H  27.911  17.796  10.763  0.41
H  27.994  20.217  9.762  0.00
H  28.471  19.050  8.677  0.36
H  31.003  19.269  9.185  0.61
H  30.694  20.274  10.454  0.34
H  30.365  21.228  7.465  0.55
H  31.560  21.531  8.683  0.34
H  29.382  25.004  7.645  0.48
H  30.592  23.940  6.952  0.50
H  30.604  25.246  9.848  0.03
H  31.366  26.060  8.371  0.47
H  32.875  23.913  8.059  0.29
H  32.137  23.632  9.789  0.13
H  33.633  25.142  10.852  0.33
H  34.353  25.471  9.153  0.34
H  34.454  24.107  9.844  0.45
H  28.180  22.437  6.679  0.56
H  27.699  23.862  7.684  0.42
H  26.427  22.547  9.159  0.30
H  26.879  21.020  8.018  0.39
H  21.219  18.747  6.084  0.28
H  21.406  20.029  4.863  0.24
H  21.759  21.702  6.342  0.23
H  21.604  20.580  7.851  0.23
H  8.046  13.348  11.662  0.01
H  29.766  23.545  10.969  0.84
H  29.001  22.081  10.962  0.64
H  26.783  23.430  11.215  0.57
H  27.491  24.731  10.240  0.39
H  28.771  25.650  12.020  0.36
H  28.579  24.127  12.953  0.40
H  27.182  25.903  13.876  0.34
H  26.047  24.816  13.308  0.38
H  26.333  26.159  12.277  0.36
C  20.951  21.996  20.519  -0.93
C  20.021  21.663  19.402  -0.72
C  19.825  20.091  19.269  -0.36
C  18.629  19.869  18.326  -1.18
P  18.255  18.133  18.157  1.24
C  17.040  17.798  16.833  -1.16
C  17.310  18.544  15.470  -0.84
C  16.001  18.688  14.677  -0.56
C  14.861  19.327  15.428  -1.27
C  19.803  17.325  17.847  -0.25
C  19.669  15.895  17.350  -0.59
C  21.039  15.188  17.352  -0.28
C  20.903  13.682  17.478  -1.53
C  17.412  17.565  19.662  -1.27
C  17.209  16.117  20.189  -1.46
C  18.407  15.607  20.985  2.58
C  18.306  14.198  21.629  -2.03
H  20.919  21.269  21.363  -0.03
H  20.845  22.967  20.926  0.45
H  21.989  21.848  20.151  0.32
H  20.461  21.959  18.466  0.39
H  19.056  22.190  19.464  0.48
H  19.701  19.670  20.221  0.25
H  20.762  19.727  18.849  0.23
H  18.998  20.116  17.329  0.42
H  17.761  20.466  18.595  0.52
H  16.103  18.086  17.280  0.53
H  16.988  16.699  16.772  0.71
H  18.083  18.029  14.888  0.39
H  17.891  19.463  15.577  0.41
H  15.565  17.801  14.175  0.31
H  16.226  19.357  13.855  0.42
H  14.390  18.650  16.057  0.39
H  14.178  19.627  14.629  0.39
H  15.126  20.221  16.009  0.27
H  20.221  17.373  18.857  -0.50
H  20.268  17.995  17.117  0.88
H  19.088  15.854  16.405  0.65
H  19.052  15.346  18.093  -0.03
H  21.743  15.554  18.134  0.13
H  21.502  15.474  16.381  0.49
H  21.896  13.213  17.446  0.40
H  20.451  13.204  16.591  0.40
H  20.280  13.372  18.264  0.32
H  16.449  17.998  19.472  0.79
H  17.844  18.188  20.450  0.50
H  17.048  15.420  19.380  0.52
H  16.340  15.951  20.804  0.80
H  18.497  16.300  21.842  -0.98
H  19.344  15.713  20.391  -0.71
H  18.162  13.480  20.801  0.58
H  17.391  14.084  22.199  0.28
H  19.131  13.731  22.182  0.34
C  12.694  24.925  36.279  -1.14
C  13.448  24.073  35.277  -0.69
C  13.022  24.451  33.849  -0.63
C  11.465  24.104  33.758  -1.10
P  10.873  23.872  32.038  1.00
C  11.439  22.366  31.348  -1.06
C  12.895  22.268  31.127  -0.58
C  13.210  20.973  30.385  -0.59
C  14.684  20.681  30.094  -1.43
C  11.607  25.285  31.058  -0.61
C  11.467  25.037  29.513  -0.10
C  12.040  26.213  28.702  -0.70
C  13.582  26.186  28.541  -1.28
C  9.067  23.706  32.094  -1.02
C  8.341  23.437  30.766  -0.47
C  6.827  23.258  31.015  -0.48
C  6.098  22.561  29.905  -1.33
H  13.013  24.791  37.284  0.40
H  11.613  24.746  36.301  0.29
H  12.820  25.963  35.942  0.30
H  13.217  23.005  35.489  0.30
H  14.493  24.249  35.374  0.41
H  13.545  23.855  33.142  0.30
H  13.241  25.514  33.714  0.40
H  10.907  25.027  34.012  0.47
H  11.145  23.336  34.580  0.60
H  10.840  22.325  30.359  0.42
H  11.072  21.553  31.980  0.61
H  13.348  22.285  32.098  0.38
H  13.342  23.137  30.600  0.34
H  12.608  21.007  29.499  0.41
H  12.877  20.178  31.010  0.37
H  15.241  21.437  29.468  0.31
H  14.781  19.719  29.579  0.37
H  15.376  20.626  30.915  0.38
H  12.743  25.312  31.243  0.27
H  11.097  26.234  31.373  0.56
H  10.391  24.784  29.319  0.02
H  12.019  24.156  29.158  0.10
H  11.729  27.123  29.161  0.39
H  11.643  26.259  27.682  0.36
H  14.111  26.320  29.462  0.35
H  13.914  27.000  27.877  0.37
H  14.034  25.304  28.177  0.36
H  8.733  24.619  32.512  0.58
H  8.879  22.934  32.863  0.55
H  8.791  22.537  30.345  0.30
H  8.351  24.222  30.005  0.21
H  6.346  24.235  31.144  0.36
H  6.652  22.657  31.933  0.37
H  6.330  23.146  28.928  0.28
H  5.016  22.725  30.076  0.38
H  6.267  21.533  29.729  0.37
C  22.366  19.067  29.486  -1.38
C  22.061  17.617  29.338  -0.32
C  23.419  16.837  28.968  -1.08
C  23.848  17.329  27.570  0.64
P  25.606  17.346  27.290  0.71
C  26.278  15.669  26.970  -0.98
C  26.451  14.925  28.256  -0.21
C  27.399  13.649  27.921  -0.87
C  26.629  12.417  27.339  -1.08
C  26.719  18.030  28.542  -1.42
C  26.624  19.554  28.498  0.16
C  27.903  20.158  29.096  -0.75
C  27.880  21.638  29.089  -1.33
C  25.835  18.150  25.633  -1.52
C  24.810  19.118  25.189  0.56
C  25.384  19.876  23.856  -0.86
C  24.317  20.861  23.397  -1.14
H  23.259  19.267  30.053  0.30
H  21.512  19.615  29.815  0.49
H  22.593  19.520  28.480  0.25
H  21.318  17.464  28.537  -0.04
H  21.584  17.295  30.251  0.57
H  23.339  15.765  29.086  0.32
H  24.110  17.042  29.740  0.58
H  23.643  18.373  27.499  -0.29
H  23.359  16.801  26.800  0.28
H  27.274  15.797  26.528  0.51
H  25.500  15.234  26.353  0.54
H  25.524  14.539  28.731  0.07
H  27.057  15.513  28.906  0.29
H  27.852  13.316  28.843  0.44
H  28.287  13.919  27.305  0.41
H  25.951  12.782  26.547  0.21
H  26.006  12.132  28.176  0.30
H  27.260  11.655  27.010  0.42
H  27.764  17.822  28.378  0.67
H  26.577  17.633  29.578  0.66
H  25.707  19.837  29.139  0.02
H  26.501  20.102  27.537  0.04
H  28.862  19.771  28.654  0.43
H  28.020  19.724  30.049  0.43
H  27.673  21.990  28.074  0.33
H  28.847  21.940  29.480  0.40
H  27.154  21.940  29.799  0.33
H  25.742  17.310  24.930  0.86
H  26.874  18.528  25.522  0.55
H  24.584  19.859  25.940  0.62
H  23.907  18.599  24.844  -0.69
H  25.708  19.076  23.249  0.50
H  26.252  20.488  24.094  0.43
H  24.693  21.399  22.592  0.53
H  24.032  21.476  24.257  0.34
H  23.387  20.362  23.023  0.00
C  19.001  9.689  24.170  -1.60
C  17.774  10.296  24.744  -0.52
C  18.015  11.632  25.349  1.04
C  17.057  11.804  26.547  -1.43
P  16.983  13.512  26.988  1.23
C  18.668  14.190  27.035  -0.26
C  19.515  13.443  28.056  -1.13
C  20.988  13.826  28.000  0.09
C  21.681  13.167  26.783  -0.97
C  16.064  14.473  25.751  -1.10
C  16.814  15.726  25.155  -0.42
C  15.850  16.487  24.119  -0.44
C  16.414  17.877  23.850  -0.97
C  16.139  13.602  28.556  -1.21
C  14.763  13.014  28.573  -0.54
C  14.230  12.924  29.991  -0.49
C  12.755  12.559  30.030  -1.30
H  18.629  8.801  23.787  0.54
H  19.698  9.392  24.952  0.35
H  19.556  10.304  23.472  0.30
H  17.406  9.651  25.543  0.40
H  16.979  10.485  24.024  0.40
H  17.798  12.396  24.583  -0.35
H  19.050  11.761  25.673  -0.32
H  17.541  11.311  27.435  0.53
H  16.036  11.458  26.305  0.64
H  18.791  15.294  27.236  0.62
H  19.094  14.076  26.057  -0.01
H  19.404  12.350  28.073  0.27
H  19.051  13.703  29.044  0.42
H  21.513  13.548  28.907  0.52
H  21.165  14.925  27.951  -0.50
H  21.440  13.697  25.864  0.16
H  21.394  12.103  26.700  0.28
H  22.770  13.229  26.873  0.24
H  15.088  14.828  26.119  0.61
H  15.878  13.751  24.877  0.35
H  17.741  15.582  24.572  -0.10
H  17.156  16.407  25.896  0.62
H  14.795  16.435  24.416  0.57
H  15.972  15.873  23.205  0.08
H  16.833  18.266  24.735  0.38
H  15.661  18.559  23.503  0.43
H  17.180  17.763  23.085  -0.08
H  16.044  14.614  28.918  0.59
H  16.672  12.997  29.282  0.57
H  14.692  12.069  28.072  0.38
H  14.034  13.621  27.993  0.25
H  14.428  13.916  30.436  0.37
H  14.905  12.349  30.645  0.40
H  12.377  12.626  31.080  0.36
H  12.450  11.561  29.676  0.34
H  12.189  13.269  29.379  0.33
C  22.339  16.248  21.184  0.30
F  23.415  16.304  20.435  -0.27
F  21.739  17.416  21.105  -0.11
F  21.520  15.325  20.814  -0.16
S  22.900  15.802  23.073  1.04
O  22.250  14.568  23.431  -0.63
O  24.335  15.945  23.019  -0.68
N  22.301  17.095  23.986  -0.11
S  20.790  17.016  24.444  0.21
O  19.949  16.403  23.472  0.00
O  20.618  16.551  25.827  -0.39
C  20.508  18.879  24.535  0.03
F  21.366  19.412  25.372  -0.06
F  20.634  19.417  23.341  -0.22
F  19.287  19.217  24.936  -0.21

Forces on atoms 1 to 6 (eV/Å):
1.81 -0.58 -1.67
-0.17 -0.86 -1.20
0.66 -0.79 -0.90
-1.82 -0.47 0.08
-0.72 0.68 0.59
0.32 -1.98 0.68

=====

Molecular formula: C9F27HfN4O19S9
Method: DFT, ωB97M-V/def2-TZVPD

Computed properties:
Net charge: -1
Kohn-Sham gap (eV): 9.8
Largest force on an atom (eV/A): 2.6
Lowest unoccupied orbital energy (eV): 0.7970

Each line ends with the natural charge from an NBO analysis.
Atoms and positions in Å:
Hf  -0.002  0.057  0.213  2.44
C  -3.452  2.736  1.485  0.76
F  -3.147  3.434  0.406  -0.28
F  -3.500  3.548  2.528  -0.29
F  -4.611  2.110  1.318  -0.29
S  -2.144  1.459  1.773  2.33
O  -2.064  1.347  3.192  -0.89
O  -2.399  0.231  1.008  -0.97
O  -0.910  1.949  1.083  -1.04
C  -0.529  -4.237  -1.051  0.80
F  -0.153  -5.490  -0.810  -0.29
F  -0.116  -3.875  -2.251  -0.28
F  -1.841  -4.140  -0.939  -0.29
S  0.292  -3.193  0.319  2.19
O  -0.760  -2.507  1.038  -0.94
O  1.091  -4.112  1.026  -0.85
N  1.179  -1.839  -0.263  -1.30
S  2.530  -2.471  -1.015  2.25
O  2.387  -3.867  -1.309  -0.92
O  3.069  -1.702  -2.057  -0.88
C  3.797  -2.343  0.367  0.74
F  4.990  -2.356  -0.192  -0.30
F  3.642  -1.213  1.045  -0.29
F  3.718  -3.380  1.207  -0.30
C  0.769  4.271  -0.266  0.77
F  1.617  5.177  -0.681  -0.28
F  1.184  3.754  0.869  -0.29
F  -0.429  4.840  -0.120  -0.31
S  0.565  2.922  -1.553  2.21
O  -0.816  2.564  -1.642  -0.89
O  1.187  3.464  -2.702  -0.90
N  1.337  1.494  -1.002  -1.30
S  2.944  1.724  -1.251  2.23
O  3.333  3.083  -1.034  -0.92
O  3.725  0.763  -0.548  -0.90
C  3.320  1.360  -3.063  0.76
F  2.235  0.992  -3.735  -0.30
F  3.848  2.446  -3.620  -0.31
F  4.224  0.405  -3.117  -0.29
C  1.135  2.052  3.914  0.80
F  0.218  1.837  4.840  -0.28
F  0.728  2.988  3.101  -0.29
F  2.265  2.414  4.482  -0.30
S  1.547  0.484  2.929  2.19
O  1.906  0.849  1.551  -0.96
O  2.575  -0.147  3.667  -0.84
N  0.132  -0.324  2.522  -1.27
S  -0.067  -1.370  3.832  2.22
O  0.602  -2.596  3.602  -0.88
O  0.181  -0.682  5.055  -0.92
C  -1.893  -1.749  3.984  0.76
F  -1.957  -2.940  4.566  -0.31
F  -2.463  -0.879  4.797  -0.29
F  -2.526  -1.797  2.823  -0.29
C  -3.827  -1.350  -1.127  0.76
F  -3.024  -2.001  -0.316  -0.28
F  -4.270  -2.169  -2.082  -0.30
F  -4.860  -0.894  -0.441  -0.30
S  -2.983  0.162  -1.896  2.23
O  -3.340  0.218  -3.259  -0.89
O  -3.382  1.204  -1.030  -0.90
N  -1.256  -0.204  -1.670  -1.31
S  -0.822  -0.962  -3.048  2.23
O  0.568  -1.218  -2.948  -0.92
O  -1.653  -2.064  -3.358  -0.91
C  -0.922  0.255  -4.505  0.77
F  -1.741  -0.244  -5.425  -0.31
F  -1.260  1.468  -4.163  -0.29
F  0.282  0.254  -5.053  -0.30

Forces on atoms 1 to 6 (eV/Å):
0.02 0.39 0.70
0.18 -0.21 -0.86
-0.19 0.19 0.09
-0.16 -0.06 0.08
0.01 0.25 0.26
1.08 -0.81 0.05